# 1
Below is a structure of composition C30H30BrN9O4PdS, with properties calculated with ωB97M-V with the def2-TZVPD basis set.

Structure (XYZ):
```
76
C30H30BrN9O4PdS, DFT ωB97M-V with the def2-TZVPD basis set
Pd -0.46 -0.83 -0.45
Br 1.56 5.60 -8.22
S -1.55 -3.30 1.43
O 1.43 -1.38 0.23
O -2.42 -4.17 0.70
O -0.14 -3.59 1.48
O 0.43 0.18 -1.90
N -4.04 -1.55 0.79
N -0.35 1.57 0.35
N -1.65 -1.77 0.87
N 1.75 5.55 -1.33
N 2.01 6.39 -2.21
N 2.19 -3.26 -0.82
N 2.79 -2.77 1.38
N -3.52 -2.97 7.01
N -2.53 -0.64 -0.82
C -0.82 2.25 1.37
C 0.15 4.29 0.58
C -1.40 -2.54 4.04
C 1.69 2.01 -2.63
C 2.91 6.19 -5.79
C 0.67 3.58 -0.53
C -1.86 -2.44 5.34
C -5.02 -0.99 0.09
C 2.08 -2.45 0.25
C -2.15 -3.21 3.09
C 0.59 5.60 -5.55
C -0.59 3.63 1.52
C 0.37 2.21 -0.60
C -3.36 -3.77 3.42
C 3.24 -4.23 -0.99
C 1.91 6.09 -3.61
C 2.78 -4.13 1.89
C -2.82 -1.35 0.30
C 1.70 5.81 -6.34
C -4.82 -0.23 -1.06
C 2.93 -1.74 2.39
C 1.21 -3.16 -1.90
C 1.47 4.18 -1.55
C 0.69 5.74 -4.18
C 0.82 1.41 -1.72
C 3.01 6.35 -4.42
C -3.83 -3.69 4.72
C -3.51 -0.08 -1.49
C -3.08 -3.03 5.70
C 1.99 3.37 -2.55
H 1.36 -2.26 -2.50
H 4.05 -4.03 -0.29
H -0.99 4.15 2.38
H 2.88 -0.76 1.92
H 2.89 -5.26 -0.84
H 2.18 -4.77 1.26
H 2.67 3.78 -3.28
H -4.50 -3.15 7.17
H -1.37 1.70 2.12
H -6.02 -1.16 0.46
H -4.77 -4.14 4.99
H 2.32 -4.13 2.88
H 0.20 -3.15 -1.48
H -3.13 -2.25 7.59
H -3.94 -4.28 2.66
H 3.77 6.37 -6.42
H -0.17 5.57 -3.55
H -3.25 0.49 -2.38
H 3.93 6.67 -3.96
H 2.13 -1.81 3.13
H 2.11 1.41 -3.42
H -0.46 -2.08 3.76
H 3.88 -1.86 2.89
H -1.27 -1.93 6.09
H 3.64 -4.15 -2.00
H -0.36 5.32 -6.00
H 1.31 -4.05 -2.52
H -5.64 0.21 -1.60
H 0.35 5.35 0.67
H 3.79 -4.54 1.98
```

Calculated values
Frontier orbital gap (eV): 7.27
Largest force on an atom (eV/Å): 0.46
ΔE to the lowest compared entry with this formula, charge and spin (kcal/mol): 19.2
E_tot (eV): -137554.426
Net charge: 0


# 2
Below is a structure of composition C30H30FN5O9SeV, with properties calculated with ωB97M-V with the def2-TZVPD basis set.

Structure (XYZ):
```
77
C30H30FN5O9SeV, DFT ωB97M-V with the def2-TZVPD basis set
Se 3.22 -1.26 2.67
V 0.87 -0.27 0.05
F 2.67 0.70 -5.49
O 0.02 0.49 -1.26
O 0.87 -2.37 4.14
O 1.67 -1.94 -0.35
O 3.36 1.13 -0.11
O -2.32 1.17 0.43
O -3.87 -0.14 -0.55
O 1.42 -1.17 2.30
O 2.48 -3.45 1.08
O -0.90 -1.45 0.31
N 2.42 -0.15 5.20
N 4.06 0.97 4.31
N -2.68 0.93 -4.30
N 2.36 0.57 -0.07
N 0.06 1.16 1.38
C 2.23 1.16 7.36
C 3.22 -0.05 4.14
C 4.41 2.61 6.22
C -2.21 0.71 -1.95
C 3.90 2.93 7.45
C 2.75 0.83 6.12
C -1.43 -1.79 1.63
C -0.89 1.04 -5.95
C 1.54 -2.98 0.49
C 5.12 1.43 3.40
C 3.81 1.54 5.56
C -3.20 0.61 -6.70
C -0.88 -2.82 -0.21
C -2.72 -2.49 1.28
C -5.06 0.47 -5.03
C -3.73 1.13 -5.38
C -2.30 -3.30 0.02
C -0.38 -2.82 2.12
C -0.39 0.71 -3.58
C -1.33 0.89 -4.62
C 1.37 0.76 -5.18
C 2.82 2.21 8.02
C 0.45 0.97 -6.21
C 0.12 -3.44 0.77
C 0.67 -2.17 2.98
C -2.86 0.56 -0.55
C -3.08 0.83 -3.04
C -1.88 1.27 -7.05
C -0.87 0.63 -2.25
C 0.99 0.63 -3.88
H -2.33 -4.38 0.17
H -4.13 0.82 -2.84
H -3.08 -3.11 2.10
H -1.54 -0.88 2.21
H -3.86 2.21 -5.45
H 0.50 2.07 1.31
H 1.40 0.60 7.80
H -5.68 0.48 -5.92
H 0.11 -4.52 0.81
H -3.09 -0.47 -6.65
H 5.24 3.16 5.79
H -2.03 2.35 -7.18
H 1.72 0.48 -3.11
H -2.94 -3.05 -0.82
H 5.16 2.51 3.45
H -3.48 -1.75 1.03
H 1.78 -0.93 5.31
H -0.93 1.24 0.98
H 6.08 1.01 3.71
H 4.33 3.75 8.01
H -4.91 -0.57 -4.73
H 0.01 0.93 2.36
H -0.84 -3.57 2.76
H -1.49 0.90 -7.99
H 0.83 1.07 -7.23
H 2.46 2.50 8.99
H 4.88 1.12 2.39
H -0.54 -2.80 -1.24
H -5.61 0.99 -4.25
H -3.95 0.83 -7.46
```

Calculated values
Frontier orbital gap (spin up / spin down) (eV): 7.07 / 6.17
2S+1: 2
Largest force on an atom (eV/Å): 1.28
ΔE to the lowest compared entry with this formula, charge and spin (kcal/mol): 60.3
E_tot (eV): -151213.987
Net charge: +2


# 3
Below is a structure of composition C30H30FN7O4S2Sc, with properties calculated with ωB97M-V with the def2-TZVPD basis set.

Structure (XYZ):
```
75
C30H30FN7O4S2Sc, DFT ωB97M-V with the def2-TZVPD basis set
Sc -0.96 -0.67 -0.44
S 1.90 -1.61 1.49
S 0.93 1.25 -2.20
F -0.21 -1.16 -2.07
O 0.69 -1.35 0.63
O -1.90 0.67 0.67
O 0.38 1.07 -0.80
O -3.21 2.43 1.04
N -2.17 -2.47 3.92
N -1.89 -0.31 3.27
N -1.96 -1.93 1.60
N -2.41 -4.16 2.28
N -2.42 -4.66 4.52
N -2.12 -2.73 -0.99
N -2.44 0.59 -1.87
C 2.09 -0.23 2.63
C 1.94 3.52 -0.95
C 1.43 1.93 3.43
C 3.17 0.70 4.56
C 3.63 0.46 -1.51
C -2.23 -3.22 1.38
C -3.05 1.56 -1.17
C 2.41 0.16 -2.35
C 2.26 3.35 -3.34
C -2.73 1.60 0.31
C -2.65 0.55 -3.18
C -2.32 -3.73 3.56
C -2.27 -3.09 -2.26
C -3.89 2.49 -1.74
C -2.01 -1.59 2.93
C 1.79 2.83 -2.14
C 2.91 4.57 -3.34
C 3.08 5.26 -2.15
C 3.42 0.27 0.00
C 2.60 4.74 -0.96
C 1.30 0.90 2.51
C -2.84 -4.91 -0.34
C -4.12 2.43 -3.10
C 3.03 -0.34 3.65
C -2.39 -3.63 -0.04
C -2.71 -4.35 -2.64
C 2.36 1.83 4.45
C -3.00 -5.28 -1.66
C -3.48 1.45 -3.84
C 3.33 -1.21 0.41
H -4.35 3.24 -1.10
H 3.90 0.62 5.35
H -3.05 -5.59 0.48
H -2.01 -2.35 -3.00
H 1.99 -0.83 -2.14
H 3.96 1.49 -1.69
H 0.60 0.99 1.69
H -2.57 -5.62 4.26
H -2.39 -4.38 5.48
H -1.97 0.38 2.53
H 2.46 2.63 5.18
H -3.35 -6.27 -1.92
H 1.54 3.11 -0.03
H 3.18 -1.87 -0.45
H 4.20 -1.55 0.96
H 2.11 2.80 -4.27
H 0.80 2.81 3.34
H -2.12 -0.22 -3.72
H -2.06 -0.07 4.23
H 3.63 -1.24 3.74
H 3.59 6.22 -2.16
H 2.73 5.29 -0.04
H -3.62 1.37 -4.91
H -2.82 -4.59 -3.69
H 4.44 -0.19 -1.85
H 2.64 0.20 -3.42
H 3.28 4.98 -4.27
H 2.51 0.79 0.29
H -4.79 3.14 -3.58
H 4.24 0.74 0.54
```

Calculated values
Frontier orbital gap (eV): 9.16
Largest force on an atom (eV/Å): 1.47
ΔE to the lowest compared entry with this formula, charge and spin (kcal/mol): 4.9
E_tot (eV): -95309.824
Net charge: +1


# 4
Below is a structure of composition C30H30FeN4O7, with properties calculated with ωB97M-V with the def2-TZVPD basis set.

Structure (XYZ):
```
72
C30H30FeN4O7, DFT ωB97M-V with the def2-TZVPD basis set
Fe -1.37 0.87 -0.77
O -1.75 2.79 -0.52
O -1.29 -1.08 -0.96
O -2.21 4.31 1.05
O -3.20 0.72 -2.30
O -3.36 0.98 0.43
O 0.20 0.96 -2.16
O -0.80 -5.32 -2.99
N 0.25 1.03 0.78
N 4.65 2.50 3.00
N 4.25 0.49 3.87
N -3.71 -0.41 -2.66
C 6.31 0.41 5.31
C 1.04 -2.29 -3.51
C 0.86 0.04 -2.65
C 5.70 2.25 3.85
C 5.43 0.98 4.39
C 2.07 2.37 1.53
C 1.89 0.10 2.25
C -3.81 -0.69 -3.98
C -4.83 2.87 0.83
C -4.68 -2.50 -2.13
C -3.45 2.27 1.09
C 7.43 1.13 5.66
C -0.67 -1.81 -1.83
C 7.69 2.40 5.11
C -4.35 -1.89 -4.40
C 0.91 2.19 0.80
C -2.39 3.23 0.50
C -4.80 -2.81 -3.47
C -4.12 -1.30 -1.73
C 0.41 -1.35 -2.66
C -1.86 -5.82 -2.19
C -1.08 -3.16 -1.96
C 2.19 0.41 -3.25
C 2.59 1.31 2.27
C 6.83 2.98 4.20
C -0.45 -4.02 -2.82
C -3.20 2.01 2.56
C 0.73 0.02 1.50
C 3.82 1.41 3.05
C 0.63 -3.59 -3.62
H -5.24 -3.75 -3.79
H 1.87 -1.96 -4.12
H 8.13 0.72 6.37
H -1.88 -3.48 -1.32
H -4.98 3.03 -0.24
H 7.03 3.96 3.78
H -5.60 2.19 1.20
H 8.58 2.93 5.41
H -1.97 -6.86 -2.46
H -2.31 1.40 2.69
H -3.97 -1.01 -0.71
H 2.24 1.50 -3.32
H 2.25 -0.74 2.81
H 6.10 -0.56 5.73
H -4.91 3.83 1.33
H -3.69 1.08 -0.48
H 2.54 3.34 1.52
H 2.38 -0.03 -4.23
H -3.05 2.96 3.08
H -4.05 1.49 3.00
H 4.52 3.32 2.42
H 2.98 0.06 -2.58
H 0.47 2.99 0.22
H -2.79 -5.28 -2.40
H -4.41 -2.08 -5.47
H -5.01 -3.19 -1.36
H -3.43 0.09 -4.62
H 1.11 -4.29 -4.28
H 0.16 -0.90 1.46
H -1.62 -5.73 -1.13
```

Calculated values
Frontier orbital gap (spin up / spin down) (eV): 7.81 / 7.59
2S+1: 5
Largest force on an atom (eV/Å): 0.48
ΔE to the lowest compared entry with this formula, charge and spin (kcal/mol): 0.0
E_tot (eV): -86278.941
Net charge: 0


# 5
Below is a structure of composition C30H30Ge2InN4O4Se2, with properties calculated with ωB97M-V with the def2-TZVPD basis set.

Structure (XYZ):
```
73
C30H30Ge2InN4O4Se2, DFT ωB97M-V with the def2-TZVPD basis set
In -0.32 -1.47 0.22
Se -4.12 -3.01 -0.66
Se -3.14 -1.28 -1.78
Ge -1.21 3.53 2.29
Ge 0.64 1.92 2.53
O 4.74 1.82 -2.31
O 0.84 0.89 0.86
O 3.55 2.19 -0.47
O 0.44 2.76 -0.32
N 1.14 -0.50 -3.08
N 0.42 -0.01 -2.04
N -0.95 -2.94 -2.20
N -3.22 -1.48 1.48
C -4.29 -1.36 3.62
C -2.17 -2.49 -4.22
C 0.95 -2.04 4.01
C 4.75 2.54 3.01
C 4.82 3.88 3.35
C -1.46 3.99 4.18
C 3.63 1.71 -1.57
C -0.43 -0.83 5.55
C 2.43 4.07 3.13
C -4.17 -2.32 1.11
C -1.29 -3.30 -4.93
C -5.26 -2.26 3.22
C -1.95 -2.37 -2.86
C 0.43 0.29 3.58
C -2.66 2.41 1.60
C -0.33 0.30 4.75
C 1.07 -0.90 3.22
C 2.37 0.04 -3.16
C 0.81 1.62 -0.24
C 0.20 -2.01 5.17
C 1.24 0.86 -1.46
C -5.21 -2.77 1.93
C 2.36 2.72 2.79
C 3.66 4.65 3.41
C -3.27 -1.01 2.73
C 2.48 0.92 -2.11
C -0.26 -3.93 -4.26
C 3.52 1.95 2.74
C -0.12 -3.72 -2.89
C -0.74 5.05 1.20
H -2.08 4.87 4.28
H 1.54 4.68 3.17
H 0.28 5.36 1.41
H -3.07 1.78 2.39
H -3.46 3.04 1.21
H -1.43 -3.45 -6.00
H 5.65 1.95 2.94
H -0.82 4.80 0.15
H 1.70 -0.93 2.33
H -2.30 1.79 0.78
H -6.04 -2.57 3.89
H -4.30 -0.94 4.61
H 4.65 1.44 -3.19
H 3.06 -0.26 -3.94
H -0.84 1.21 5.05
H 0.13 -2.89 5.80
H 3.48 0.90 2.48
H 1.48 -2.95 3.73
H -1.42 5.86 1.45
H 0.42 -4.59 -4.78
H 0.68 -4.18 -2.33
H 0.72 -1.15 -3.73
H 3.72 5.70 3.68
H -5.94 -3.48 1.57
H -2.48 -0.34 3.02
H -0.50 4.20 4.64
H -3.01 -2.00 -4.70
H -1.00 -0.79 6.47
H -1.94 3.17 4.72
H 5.78 4.34 3.55
```

Calculated values
Frontier orbital gap (spin up / spin down) (eV): 6.08 / 3.24
2S+1: 2
Largest force on an atom (eV/Å): 0.92
ΔE to the lowest compared entry with this formula, charge and spin (kcal/mol): 8.6
E_tot (eV): -294631.365
Net charge: +2


# 6
Below is a structure of composition C30H30I2N7O4S2Sc, with properties calculated with ωB97M-V with the def2-TZVPD basis set.

Structure (XYZ):
```
76
C30H30I2N7O4S2Sc, DFT ωB97M-V with the def2-TZVPD basis set
I 5.62 -2.87 -5.15
I 3.50 2.12 -2.62
Sc 0.32 0.05 -0.23
S -2.31 2.46 1.39
S -0.92 -1.63 2.38
O 2.14 1.03 0.42
O 1.12 0.01 -2.03
O 0.68 0.80 1.87
O -0.96 -1.27 0.90
N -1.70 -0.14 -1.63
N -0.17 3.18 -0.12
N 0.45 -2.58 -1.27
N -0.59 2.06 -0.81
N 2.01 -1.89 1.02
N -0.50 4.37 1.78
N 1.80 1.31 1.59
C -2.25 -0.68 3.12
C -0.38 5.39 -3.72
C -1.65 5.80 -4.10
C -2.58 3.82 -3.09
C -1.30 3.41 -2.72
C 1.97 -4.19 1.70
C 3.27 0.11 -3.06
C 1.34 -3.54 -0.64
C -2.90 -0.39 -4.10
C -0.89 3.34 0.97
C 1.75 -3.18 0.76
C 0.63 -2.55 -2.73
C -1.10 2.15 -1.97
C 2.53 -3.86 2.92
C 2.10 -0.56 -2.69
C -2.75 5.02 -3.78
C 2.93 -2.56 -3.78
C -1.66 0.88 -2.51
C 2.87 -2.54 3.16
C 2.57 -1.60 2.18
C -3.53 -1.47 2.88
C -3.15 -2.92 3.19
C -1.85 -3.19 2.43
C -2.22 0.77 -3.78
C 4.10 -1.89 -4.11
C 4.27 -0.56 -3.76
C -2.39 -1.23 -1.94
C 1.93 -1.90 -3.09
C -3.03 -1.40 -3.16
C -0.20 4.21 -3.02
H -2.04 -3.39 1.37
H 0.48 6.01 -3.96
H 2.80 -0.56 2.35
H 5.17 -0.03 -4.03
H 0.59 -3.56 -3.16
H -3.35 -0.50 -5.08
H -1.78 6.72 -4.64
H -1.22 -3.98 2.84
H -0.51 -2.81 -1.04
H 2.79 -3.59 -4.07
H -2.99 -3.04 4.26
H -2.43 -1.99 -1.17
H -0.93 4.43 2.69
H 0.78 3.89 -2.69
H 2.72 -4.62 3.66
H -0.19 -1.97 -3.15
H -3.75 5.34 -4.05
H -4.34 -1.11 3.52
H 0.44 4.70 1.67
H 2.26 -3.56 -1.22
H 3.34 -2.23 4.08
H -3.44 3.22 -2.83
H 0.94 -4.56 -0.66
H -2.01 -0.58 4.18
H -3.85 -1.36 1.84
H 1.72 -5.21 1.45
H -2.13 1.59 -4.48
H -3.92 -3.64 2.89
H -2.17 0.32 2.66
H -3.59 -2.30 -3.36
```

Calculated values
Frontier orbital gap (eV): 6.73
Largest force on an atom (eV/Å): 0.96
ΔE to the lowest compared entry with this formula, charge and spin (kcal/mol): 29.5
E_tot (eV): -108792.178
Net charge: 0